Entry 1:
Entry from the OMol25 dataset: a molecular structure, C16H32BrNO6PSTm in a non-equilibrium geometry (the ωB97M-V functional and the def2-TZVPD basis).

Computed properties:
* multiplicity: 3
* Kohn-Sham gap (alpha / beta): 0.2063 / 0.2304 Ha
* net charge: +2
* HOMO energy (alpha / beta): -14.07 / -14.68 eV
* expectation value of S²: 2.010
* electronic energy: -5533.05267 Ha

XYZ file:
```
59
Properties=species:S:1:pos:R:3:lowdin_spin:R:1
C -4.643 -0.738 -0.752 0.000
C -4.149 0.405 0.135 -0.003
S -2.296 0.603 0.216 -0.004
C -1.768 -0.099 -1.423 0.000
C -0.294 0.243 -1.697 0.002
C -0.194 0.998 -3.043 0.003
Br -0.898 -0.222 -4.405 0.002
C -0.978 2.291 -3.223 0.000
C -0.718 3.386 -2.200 0.000
O 0.139 1.000 -0.583 0.016
P 1.890 1.013 -0.421 0.155
N 1.951 2.604 0.307 0.107
C 1.893 0.261 1.507 0.308
O 2.908 0.750 2.253 0.138
C 4.100 -0.005 2.218 0.005
C 5.320 0.837 2.326 0.002
O 4.046 -1.194 2.136 0.031
O 1.810 -0.586 -1.000 0.041
C 0.668 -0.985 -1.736 0.004
C 0.165 -2.310 -1.176 0.000
C -0.305 -2.286 0.287 0.001
C 0.469 -3.237 1.202 0.000
O 0.705 -2.645 2.489 0.005
C -0.377 -2.604 3.314 0.000
C -0.579 -1.260 3.939 0.002
O -1.083 -3.557 3.513 0.000
H -4.577 -0.483 -1.812 0.000
H -4.038 -1.632 -0.611 0.000
H -5.685 -0.961 -0.538 0.000
H -4.549 0.281 1.141 0.000
H -4.598 1.344 -0.305 -0.002
H -2.444 0.286 -2.192 0.000
H -1.985 -1.158 -1.340 0.000
H 0.844 1.163 -3.320 0.002
H -0.701 2.689 -4.201 0.000
H -2.053 2.064 -3.323 0.000
H 0.318 3.692 -2.106 0.000
H -1.063 3.030 -1.229 -0.001
H -1.321 4.261 -2.472 0.000
H 3.322 0.840 -0.289 0.095
H 2.132 1.586 -1.697 0.034
H 1.707 3.350 -0.333 0.002
H 1.402 2.742 1.147 0.002
H 1.881 -0.820 1.402 0.015
H 0.946 0.624 1.915 0.023
H 6.016 0.551 1.541 0.000
H 5.086 1.896 2.303 0.000
H 5.778 0.615 3.292 0.001
H 1.029 -1.207 -2.740 0.003
H 0.947 -3.053 -1.332 0.000
H -0.662 -2.641 -1.812 0.000
H -1.364 -2.559 0.336 0.000
H -0.238 -1.282 0.713 0.000
H 1.446 -3.494 0.801 0.000
H -0.102 -4.152 1.361 0.000
H -1.218 -1.364 4.813 0.000
H 0.367 -0.809 4.233 0.000
H -1.079 -0.609 3.218 0.000
Tm -3.323 2.547 -0.747 1.013
```

=====

Entry 2:
Entry from the OMol25 dataset: a molecular structure, C16H32ClF2GaNO8 in a non-equilibrium geometry (the ωB97M-V functional and the def2-TZVPD basis).

Computed properties:
* Kohn-Sham gap: 0.2988 Ha
* net charge: -1
* HOMO energy: -5.48 eV
* electronic energy: -3870.09543 Ha

XYZ file:
```
61
Properties=species:S:1:pos:R:3:lowdin_charge:R:1
C -4.255 -2.501 0.184 -0.103
C -2.879 -1.811 0.637 -0.262
O -2.099 -2.557 1.601 -0.181
C -1.795 -3.899 1.163 -0.178
C -0.933 -4.006 -0.183 -0.185
O 0.510 -4.093 0.051 -0.183
C 1.213 -3.646 -1.161 -0.172
C 1.333 -2.049 -1.261 -0.224
O 1.981 -1.417 -0.141 -0.230
C 1.038 -0.744 0.745 -0.245
Ga 1.344 1.277 0.974 0.216
Cl 3.027 1.500 2.551 0.067
C 1.980 2.265 -0.710 -0.179
C 1.053 1.723 -2.059 -0.229
C -0.392 2.568 -2.277 -0.023
O 0.920 2.714 -3.199 -0.253
N -0.252 2.053 1.821 0.035
C -0.848 3.116 1.010 -0.389
O -0.327 4.240 0.782 0.061
F -2.116 2.813 0.385 0.009
C 0.034 2.564 3.172 -0.410
O -0.486 1.982 4.163 0.065
F 0.850 3.723 3.394 0.015
H -4.152 -3.571 -0.209 0.062
H -5.051 -2.526 1.015 0.084
H -4.651 -1.877 -0.711 0.085
H -2.218 -1.478 -0.256 0.107
H -3.173 -0.821 1.164 0.137
H -2.714 -4.592 1.082 0.114
H -1.143 -4.366 2.000 0.146
H -1.221 -5.021 -0.673 0.132
H -1.154 -3.208 -0.969 0.107
H 2.219 -4.200 -1.296 0.133
H 0.557 -4.012 -2.049 0.121
H 0.297 -1.638 -1.516 0.108
H 2.002 -1.834 -2.186 0.133
H 1.184 -1.221 1.793 0.093
H -0.067 -0.896 0.479 0.053
H 1.757 3.397 -0.697 0.057
H 3.047 2.012 -1.028 0.056
H 1.046 0.543 -2.294 0.131
H -1.000 2.205 -3.179 0.101
H -0.412 3.623 -1.849 0.097
C 2.685 4.109 -6.983 -0.098
C 1.509 3.286 -7.472 -0.336
O 1.231 2.236 -6.556 -0.090
H 3.572 3.480 -6.868 0.076
H 2.914 4.917 -7.682 0.067
H 2.472 4.542 -6.001 0.075
H 1.735 2.837 -8.442 0.106
H 0.614 3.907 -7.578 0.104
H 1.024 2.643 -5.700 0.061
C -0.654 -0.907 7.787 -0.104
C 0.312 -1.242 6.667 -0.331
O -0.190 -0.768 5.427 -0.085
H -1.633 -1.354 7.595 0.072
H -0.281 -1.272 8.748 0.065
H -0.805 0.174 7.856 0.072
H 0.444 -2.324 6.587 0.108
H 1.292 -0.788 6.847 0.108
H -0.296 0.193 5.503 0.051
```

=====

Entry 3:
Entry from the OMol25 dataset: a molecular structure, C16H32CoFO12 in a non-equilibrium geometry (the ωB97M-V functional and the def2-TZVPD basis).

Computed properties:
* multiplicity: 5
* Kohn-Sham gap (alpha / beta): 0.2740 / 0.1044 Ha
* net charge: +2
* HOMO energy (alpha / beta): -14.78 / -14.78 eV
* expectation value of S²: 6.011
* electronic energy: -3013.61505 Ha

XYZ file:
```
62
Properties=species:S:1:pos:R:3:lowdin_spin:R:1
Co -1.439 0.562 -1.805 2.824
F -1.000 -0.564 -0.158 0.098
C -4.914 -0.922 -5.848 0.000
C -4.364 -0.557 -4.429 0.000
O -4.221 -1.743 -3.765 0.004
C -3.230 -1.824 -2.959 0.007
O -2.304 -0.974 -2.836 0.035
O -3.355 -2.951 -2.214 0.002
C -2.428 -3.153 -1.157 0.000
H -5.837 -1.487 -5.716 0.000
H -4.160 -1.541 -6.335 0.000
H -5.151 -0.011 -6.398 0.000
H -4.987 0.114 -3.839 0.000
H -3.441 -0.009 -4.617 0.000
H -2.567 -2.461 -0.327 0.000
H -1.391 -3.189 -1.492 0.000
H -2.546 -4.163 -0.764 0.000
C 3.664 -2.508 -0.862 0.000
C 2.342 -1.884 -1.306 0.000
O 2.536 -1.251 -2.480 0.001
C 1.668 -0.272 -3.010 0.003
O 0.509 -0.026 -2.574 0.024
O 2.303 0.408 -3.922 0.001
C 1.682 1.529 -4.499 0.000
H 4.516 -1.847 -1.023 0.000
H 3.915 -3.334 -1.527 0.000
H 3.696 -2.880 0.162 0.000
H 1.925 -1.250 -0.524 0.000
H 1.615 -2.656 -1.557 0.000
H 2.173 1.753 -5.447 0.000
H 1.803 2.429 -3.896 0.000
H 0.615 1.415 -4.689 0.000
C -0.196 6.858 2.890 0.000
C 1.005 5.980 3.093 0.000
O 0.628 4.617 3.370 0.000
C 0.143 3.838 2.383 0.000
O -0.034 4.242 1.240 0.000
O -0.089 2.636 2.910 0.001
C -0.705 1.638 2.192 0.001
H -0.867 6.563 2.083 0.000
H -0.084 7.916 2.653 0.000
H -0.731 6.712 3.828 0.000
H 1.636 6.325 3.912 0.000
H 1.552 6.004 2.150 0.000
H -0.908 1.992 1.181 0.000
H -1.737 1.588 2.540 0.000
H -0.320 0.627 2.063 0.001
C -1.066 -2.215 2.863 0.000
C 0.306 -2.321 2.308 0.001
O 1.329 -2.714 3.313 0.107
C 2.366 -1.958 3.653 0.035
O 2.682 -0.829 3.279 0.742
O 3.001 -2.707 4.507 0.104
C 4.188 -2.210 5.127 0.002
H -1.146 -1.429 3.615 0.000
H -1.303 -3.163 3.345 0.000
H -1.840 -2.049 2.114 0.000
H 0.543 -1.351 1.872 0.003
H 0.452 -3.001 1.469 0.000
H 3.986 -1.274 5.647 0.001
H 5.003 -2.100 4.411 0.001
H 4.584 -2.966 5.806 0.001
```